{
  "formula": "C30H55CoF8LiO8",
  "method": "ωB97M-V/def2-TZVPD",
  "symbols": ["H", "H", "H", "F", "C", "H", "H", "Co", "C", "C", "C", "C", "H", "H", "H", "H", "H", "H", "F", "C", "C", "C", "H", "H", "F", "H", "H", "H", "C", "C", "H", "H", "C", "H", "O", "F", "H", "H", "C", "H", "C", "H", "H", "C", "H", "F", "O", "O", "C", "H", "H", "C", "H", "O", "H", "H", "F", "H", "H", "H", "H", "H", "O", "C", "H", "H", "H", "C", "O", "H", "C", "F", "H", "H", "C", "H", "H", "H", "C", "H", "F", "H", "C", "O", "H", "H", "C", "H", "H", "H", "C", "O", "H", "C", "H", "C", "C", "C", "Li", "H", "C", "H", "C"],
  "coordinates": [[-8.901, -13.846, 20.392], [-16.478, -14.639, 16.978], [-14.314, -13.284, 18.573], [-8.948, -11.620, 21.559], [-8.695, -14.794, 20.889], [-8.240, -15.498, 18.051], [-9.684, -14.900, 14.879], [-13.073, -16.541, 19.001], [-9.342, -16.256, 22.497], [-7.917, -12.540, 14.349], [-5.385, -14.104, 17.735], [-7.854, -15.982, 22.755], [-12.062, -10.818, 15.130], [-11.200, -17.603, 16.980], [-9.479, -17.222, 21.993], [-17.687, -14.107, 19.582], [-10.192, -20.819, 19.376], [-9.391, -12.838, 15.950], [-9.384, -8.670, 21.726], [-8.270, -9.368, 22.027], [-16.320, -14.033, 17.866], [-7.354, -10.505, 17.634], [-7.696, -11.551, 13.958], [-4.961, -16.131, 18.328], [-6.234, -8.638, 16.636], [-10.870, -13.985, 13.926], [-15.479, -14.148, 20.762], [-11.299, -8.717, 16.031], [-13.582, -11.078, 16.712], [-11.032, -14.026, 18.047], [-6.654, -11.707, 19.238], [-13.465, -9.858, 14.920], [-8.055, -10.652, 21.242], [-10.028, -11.940, 14.526], [-9.116, -14.140, 13.041], [-6.649, -11.301, 16.806], [-10.856, -10.741, 17.581], [-7.673, -15.847, 23.819], [-6.747, -9.103, 17.802], [-9.878, -17.165, 18.095], [-11.729, -10.102, 17.753], [-8.504, -15.512, 20.082], [-15.845, -15.854, 20.684], [-12.095, -9.218, 16.577], [-7.101, -14.346, 13.342], [-8.564, -10.298, 17.026], [-6.747, -14.145, 18.158], [-11.552, -17.900, 19.078], [-10.132, -19.736, 19.289], [-13.633, -12.130, 16.420], [-16.629, -12.993, 17.836], [-9.345, -12.718, 14.864], [-10.800, -19.910, 17.274], [-8.136, -10.341, 19.901], [-6.602, -14.748, 21.472], [-12.802, -8.475, 16.951], [-8.250, -9.667, 23.353], [-14.580, -10.637, 16.744], [-9.245, -19.341, 19.783], [-7.994, -14.641, 16.502], [-9.109, -19.227, 17.386], [-6.450, -15.958, 15.682], [-14.679, -15.181, 19.139], [-7.824, -13.550, 13.155], [-11.210, -18.808, 20.905], [-5.297, -13.465, 16.853], [-10.066, -13.725, 18.461], [-6.445, -16.022, 16.768], [-12.908, -10.899, 17.958], [-14.237, -14.381, 17.243], [-7.497, -15.069, 17.378], [-5.743, -9.064, 18.707], [-7.267, -16.826, 22.397], [-11.647, -13.162, 17.781], [-12.802, -10.245, 15.694], [-9.991, -16.348, 23.369], [-4.304, -15.705, 16.715], [-17.303, -15.718, 18.901], [-14.826, -14.143, 18.130], [-7.588, -12.980, 12.260], [-6.834, -11.147, 21.494], [-6.680, -17.041, 17.082], [-15.766, -14.951, 20.078], [-11.720, -14.974, 18.824], [-7.177, -12.817, 15.096], [-7.556, -8.429, 18.098], [-7.586, -14.730, 21.936], [-7.426, -8.684, 21.887], [-12.315, -19.697, 19.734], [-4.749, -13.772, 18.552], [-10.104, -19.270, 17.816], [-9.839, -15.198, 21.654], [-11.468, -9.569, 18.668], [-11.410, -19.111, 19.880], [-10.741, -14.476, 17.088], [-16.924, -14.718, 19.105], [-9.826, -14.004, 14.251], [-10.699, -17.859, 17.913], [-11.639, -14.771, 20.974], [-7.744, -13.810, 22.496], [-5.134, -15.573, 17.409], [-8.256, -12.083, 18.745], [-7.600, -11.237, 18.960]],
  "atomic_forces_ev_per_a": [[-0.08, 0.08, 0.26], [-0.71, 0.54, -0.19], [-0.47, 0.33, -0.13], [-0.14, -0.08, 0.17], [0.49, 0.47, -0.46], [0.02, -0.24, -0.15], [0.15, 0.10, 0.15], [1.48, 2.38, -0.57], [-0.58, -0.91, 0.28], [0.26, -0.87, -0.69], [-0.35, -1.09, -0.33], [-0.48, -0.09, 0.37], [0.10, -0.20, 0.29], [-0.50, 0.26, 0.35], [0.15, 0.13, -0.34], [-0.18, -0.19, -0.13], [0.32, 0.00, 0.05], [0.01, 0.55, 0.04], [-0.14, -0.89, -0.10], [1.08, 1.40, 1.12], [0.84, -0.61, 0.80], [-0.45, 0.03, 0.49], [-0.09, 0.16, 0.39], [0.17, 0.03, -0.02], [-0.27, -0.47, 0.04], [-0.10, 0.03, 0.43], [-0.17, 0.32, -0.36], [0.22, -0.05, 0.31], [0.37, 0.76, -0.59], [0.04, -0.46, -1.62], [0.06, 0.39, 0.36], [-0.03, 0.32, 0.21], [-0.03, 0.07, -1.96], [0.26, 0.28, 0.24], [0.21, -0.08, -0.59], [0.23, 0.18, 0.32], [-0.12, -0.15, -0.43], [0.16, 0.00, -0.06], [0.14, 0.78, -0.42], [-0.32, 0.34, 0.13], [0.45, 0.02, 0.18], [0.05, -0.21, 0.28], [-0.26, -0.02, -0.11], [-0.33, -0.16, -0.19], [0.23, 0.13, -0.12], [-0.01, 0.08, -0.11], [-0.79, 0.88, 0.60], [-2.01, 1.47, -0.20], [-0.22, 0.04, -0.32], [-0.03, -0.09, 0.16], [-0.10, -0.08, -0.58], [-0.29, 0.00, 0.55], [0.36, -0.02, -0.43], [-0.36, 0.45, 0.60], [0.02, 0.21, 0.08], [0.01, 0.12, -0.17], [-0.54, -0.29, -0.20], [-0.16, -0.33, 0.44], [-0.08, -0.20, 0.31], [-0.31, 0.65, 0.42], [-0.05, -0.31, -0.12], [0.10, -0.03, 0.02], [1.31, -1.49, -0.12], [-0.46, 0.47, 0.88], [-0.50, -0.03, 0.08], [0.21, 0.07, 0.06], [-0.25, 0.11, 0.52], [-0.51, -0.65, 0.88], [0.02, -0.40, 0.35], [-0.05, -0.41, 0.11], [1.04, 0.08, -0.71], [-0.20, -0.44, 0.14], [0.08, 0.04, 0.08], [0.02, 0.16, 0.40], [-0.03, -0.13, -0.63], [0.21, 0.49, 0.17], [0.12, -0.10, 0.23], [-0.36, 0.22, -0.28], [1.08, 0.81, -0.03], [-0.01, -0.47, -0.30], [0.09, -0.08, 0.66], [0.14, -0.14, -0.39], [0.11, -0.51, -0.16], [-1.45, -1.61, 2.31], [-0.03, 0.22, 0.08], [0.13, 0.00, 0.20], [-0.20, 0.11, -0.79], [0.04, -0.28, -0.43], [0.11, -0.18, 0.25], [-0.19, 0.32, 0.01], [-1.17, 0.10, 0.88], [-0.58, -0.20, -0.11], [-0.49, 0.12, 0.08], [1.37, -0.12, -0.71], [-0.10, -0.06, -0.04], [-0.21, -0.03, 1.10], [-0.18, -0.60, -1.11], [1.74, -0.99, -0.44], [0.98, 0.32, -0.65], [0.26, -0.07, 0.15], [0.32, 0.18, -0.65], [-0.29, 0.16, -0.01], [0.69, -0.87, -0.83]],
  "lowdin_charge": [0.10, 0.13, 0.12, 0.14, -0.20, 0.08, 0.10, 1.10, -0.17, -0.14, -0.18, -0.12, 0.10, 0.14, 0.11, 0.13, 0.13, 0.08, 0.12, -0.28, -0.10, -0.41, 0.12, 0.12, 0.10, 0.12, 0.14, 0.12, -0.21, -0.19, 0.14, 0.12, -0.53, 0.11, -0.13, 0.12, 0.09, 0.12, -0.29, 0.11, -0.20, 0.11, 0.13, -0.14, 0.11, 0.09, -0.18, -0.27, -0.12, 0.10, 0.13, -0.17, 0.13, 0.04, 0.13, 0.12, 0.10, 0.12, 0.12, 0.09, 0.13, 0.11, -0.28, -0.16, 0.12, 0.12, 0.06, -0.14, -0.16, 0.12, -0.19, 0.11, 0.12, 0.07, -0.16, 0.13, 0.12, 0.12, -0.17, 0.12, 0.16, 0.10, -0.13, -0.43, 0.08, 0.17, -0.12, 0.18, 0.13, 0.13, -0.11, -0.24, 0.12, -0.11, 0.07, -0.12, -0.24, -0.16, 0.76, 0.12, -0.15, 0.12, -0.07],
  "spin_multiplicity": 4,
  "lumo_ev": [-7.16, -8.32],
  "homo_ha": [-0.487, -0.487],
  "total_charge": 2,
  "total_energy_ev": -107936.9183,
  "gap_ev": [6.099, 4.937]
}



{
  "formula": "H3NO3Si",
  "method": "ωB97M-V/def2-TZVPD",
  "symbols": ["Si", "H", "O", "O", "H", "H", "N", "O"],
  "coordinates": [[0.465, -0.241, -0.401], [-0.468, 1.806, 0.146], [-1.069, -1.600, -2.095], [0.336, 1.239, 0.258], [1.931, -0.290, -0.949], [-0.319, -1.773, 0.538], [-0.769, -0.441, -1.863], [-1.012, 0.549, -2.545]],
  "atomic_forces_ev_per_a": [[-0.78, -2.35, 0.77], [1.04, -0.91, 0.17], [-0.36, 0.68, -0.37], [-1.13, 0.58, -0.23], [-1.53, -0.32, 0.53], [1.70, 2.83, -1.44], [1.42, 0.14, 0.38], [-0.37, -0.66, 0.20]],
  "lowdin_charge": [0.64, 0.09, -0.03, -0.25, 0.00, 0.06, -0.50, 0.00],
  "lumo_ev": -0.14,
  "homo_ha": -0.391,
  "relative_energy_kj_mol": 131.9,
  "total_energy_ev": -15555.7637,
  "gap_ev": 10.490
}